Entry 1:
# C4H11NO2

A 2-piece molecular cluster, C4H11NO2 overall in a non-equilibrium geometry (ωB97M-V with the def2-TZVPD basis set, OMol25).

Summary:
SMILES string	CC(N)=O.CCO
HOMO-LUMO gap	10.6296	eV
DFT total energy	-9911.3338	eV
energy above the lowest of the compared OMol25 structures with the same formula, charge and spin	0.9081	eV
HOMO level	-9.94	eV

Geometry as XYZ:
```
18
Properties=species:S:1:pos:R:3:forces:R:3
C 0.279983 -1.926830 0.442779 -0.3 -0.9 -0.9
C 0.504777 -3.358476 0.927180 0.4 -0.8 0.0
O -1.057297 -1.513262 0.732396 0.3 0.2 0.3
H 1.068648 -1.301808 0.836010 -0.1 0.6 0.3
H 0.367914 -1.849775 -0.642437 0.1 -0.1 0.0
H -0.423887 -3.831005 1.245158 -0.1 0.3 0.3
H -1.033504 -0.894578 1.464352 -0.1 -0.1 0.0
H 1.249564 -3.401309 1.721780 -0.3 0.1 0.3
H 0.889683 -4.081896 0.202990 0.1 0.5 -0.5
C -0.570104 2.519630 -1.650655 1.0 -0.1 -0.6
C 0.180442 1.798408 -0.550387 -0.8 0.3 -0.2
O 1.366099 1.561416 -0.601158 0.2 -0.2 0.0
N -0.591278 1.421719 0.510632 0.7 0.0 0.2
H 0.163236 3.155750 -2.149603 -0.2 0.3 0.3
H -1.422697 3.080180 -1.295676 -0.2 0.1 0.0
H -0.045394 1.050248 1.270517 -0.2 0.1 0.2
H -1.516124 1.767757 0.680586 0.0 0.0 -0.1
H -0.850214 1.840495 -2.457846 -0.3 -0.3 0.3
```
Forces are in eV/Å.


Entry 2:
# C7H10N2O

A 2-piece molecular cluster, C7H10N2O overall in a non-equilibrium geometry (ωB97M-V with the def2-TZVPD basis set, OMol25).

Summary:
SMILES string	N/N=C1\C=CC=CC1.C=O
HOMO-LUMO gap (spin up / spin down)	8.2724 / 8.2731	eV
DFT total energy	-12445.0538	eV
energy above the lowest of the compared OMol25 structures with the same formula, charge and spin	4.3944	eV
HOMO level (spin up / spin down)	-7.89 / -7.89	eV

Geometry as XYZ:
```
20
Properties=species:S:1:pos:R:3:forces:R:3
C -1.052169 0.413445 -2.673218 -1.8 1.6 -3.1
C 0.045316 -0.234841 -2.416087 3.4 -1.2 -0.7
C -2.024868 0.762790 -1.660900 -1.9 1.1 0.1
C 0.440616 -0.556948 -0.991493 2.0 -1.2 -1.3
C -1.789331 0.568082 -0.346817 -0.2 0.3 0.2
C -0.389461 0.165320 -0.021372 -0.3 0.7 3.1
C 2.521396 -1.183830 2.440002 1.3 0.6 1.2
N -0.353006 0.959090 2.186647 0.2 1.1 -2.5
N 0.225017 0.385397 1.106891 0.0 -0.8 -0.9
O 2.047256 -2.290200 2.431255 0.4 1.0 -0.5
H -1.314237 0.745521 -3.760245 0.6 -0.7 2.1
H 0.832830 -0.467677 -3.241372 -1.7 0.3 1.5
H -2.963964 1.298013 -2.063913 1.3 -1.2 1.0
H 1.553763 -0.217940 -0.857174 -2.0 -0.9 -0.1
H -2.573869 0.784831 0.449156 1.3 -0.2 -1.2
H 2.267154 -0.402926 3.224002 -0.5 -0.6 -0.6
H 3.464898 -0.799404 1.886586 -1.3 -1.0 -0.1
H -1.304893 1.149637 2.101528 -1.8 0.2 0.3
H -0.034145 0.631001 3.031992 0.8 -0.8 1.9
H 0.401696 -1.709361 -0.825469 0.1 1.8 -0.2
```
Forces are in eV/Å.